The following is a DFT calculation (ωB97M-V/def2-TZVPD) of a 2-piece molecular cluster, C5H12N2S overall at a distorted geometry.

net charge: 0
gap between HOMO and LUMO (spin up / spin down): 8.0 / 8.0 eV
ΔE to the lowest compared entry with this formula, charge and spin: 68.1 kcal per mole
highest occupied orbital energy (spin up / spin down): -7.99 / -7.99 eV
F_max: 4.66 eV/A
structure (SMILES): C=[N+](C)[S-].C/C=N/C

Each line ends with the natural charge from an NBO analysis.
Cartesian coordinates (Å):
C  -1.15890  -1.50938  0.10503  -0.411
H  -0.27591  -1.46939  0.86505  0.253
H  -1.78709  -2.48822  0.31661  0.220
H  1.27393  1.68421  0.83436  0.140
H  -3.42389  0.86408  -0.47217  0.204
N  1.53546  0.27512  -0.62411  -0.456
H  -2.90628  -0.41404  -1.74714  0.201
H  0.30253  1.95679  -1.07078  0.190
C  -2.86480  0.00163  -0.70422  -0.106
H  1.80354  -0.24929  2.41803  0.230
S  -1.90626  0.52938  1.65826  -0.165
C  2.49606  -0.10777  1.55912  -0.676
H  2.68576  -1.12523  1.06456  0.233
C  0.73489  1.09036  -1.54074  -0.434
N  -2.05855  -0.30939  0.25618  -0.390
H  -0.07353  0.37828  -1.90074  0.187
H  3.32025  0.53808  1.82687  0.232
H  1.46880  1.23056  -2.53337  0.210
C  1.70251  0.65604  0.55457  0.141
H  -0.86851  -1.53182  -0.86538  0.199

Cartesian forces (eV/Å) of the 3 atoms listed first:
C -1.3 -1.6 4.2
H -1.8 0.2 -1.6
H 1.2 2.1 -0.3